[1]
{
  "formula": "C17H21N5O4S2",
  "method": "wB97M-V/def2-TZVPD",
  "e_above_lowest_kj_mol": 182.0,
  "orbital_gap_ev": 8.518,
  "homo_ha": -0.29242,
  "smiles": "COc1ccc(NC(=O)CSc2nnc(NC(=O)CN3CCOCC3)s2)cc1",
  "lumo_energy_ev": 0.56,
  "species": ["C", "O", "C", "C", "C", "C", "N", "C", "O", "C", "S", "C", "N", "N", "C", "N", "C", "O", "C", "N", "C", "C", "O", "C", "C", "S", "C", "C", "H", "H", "H", "H", "H", "H", "H", "H", "H", "H", "H", "H", "H", "H", "H", "H", "H", "H", "H", "H", "H"],
  "coordinates": [[-4.3680, -4.6887, -0.4447], [-4.1669, -3.8492, 0.6658], [-4.0675, -2.5062, 0.4560], [-4.1340, -1.8826, -0.7843], [-4.0220, -0.5060, -0.8852], [-3.8405, 0.2671, 0.2525], [-3.7125, 1.6635, 0.2157], [-3.5066, 2.4599, -0.8552], [-3.5211, 2.1169, -2.0154], [-3.2536, 3.9294, -0.5026], [-2.4868, 4.2023, 1.1301], [-1.1658, 3.0768, 1.0136], [-0.7473, 2.4092, 2.0322], [0.2750, 1.6119, 1.7629], [0.6433, 1.6572, 0.5254], [1.6597, 0.9136, 0.0052], [2.0818, 1.0587, -1.2855], [1.5577, 1.8296, -2.0555], [3.2342, 0.1353, -1.6336], [3.9942, -0.2090, -0.4474], [4.7664, -1.4346, -0.5901], [5.4294, -1.7520, 0.7519], [6.2672, -0.7028, 1.1715], [5.5407, 0.4966, 1.2888], [4.8796, 0.8742, -0.0372], [-0.2698, 2.7583, -0.4790], [-3.7699, -0.3561, 1.4979], [-3.8822, -1.7239, 1.5981], [-4.4218, -5.6996, -0.0436], [-5.3043, -4.4549, -0.9617], [-3.5360, -4.6254, -1.1536], [-4.2749, -2.4538, -1.6879], [-4.0698, -0.0327, -1.8515], [-3.6628, 2.1012, 1.1294], [-4.2038, 4.4649, -0.4695], [-2.6309, 4.3724, -1.2807], [2.1737, 0.2786, 0.6070], [2.7944, -0.7754, -2.0531], [3.8380, 0.6085, -2.4236], [4.0934, -2.2491, -0.8656], [5.5445, -1.3350, -1.3645], [6.0625, -2.6363, 0.6676], [4.6478, -1.9318, 1.5059], [6.2562, 1.2614, 1.5931], [4.7661, 0.3921, 2.0642], [4.2972, 1.7893, 0.0876], [5.6613, 1.0542, -0.7940], [-3.6174, 0.2384, 2.3873], [-3.8278, -2.2163, 2.5556]]
}

=====

[2]
{
  "formula": "C17H21N6O2RhSe",
  "method": "wB97M-V/def2-TZVPD",
  "charge": 2,
  "e_above_lowest_kj_mol": 7.4,
  "orbital_gap_ev": 6.870,
  "homo_ha": -0.54804,
  "lumo_energy_ev": -8.04,
  "species": ["Rh", "O", "C", "O", "C", "C", "C", "C", "C", "N", "H", "H", "H", "H", "C", "N", "C", "C", "N", "N", "C", "C", "H", "H", "H", "H", "H", "H", "H", "H", "H", "H", "H", "H", "H", "Se", "N", "C", "C", "C", "C", "C", "C", "N", "H", "H", "H", "H"],
  "coordinates": [[-0.8465, -0.0956, -0.4380], [1.3494, -0.3640, 2.8027], [0.9129, -0.2401, 1.7013], [-0.3933, -0.1735, 1.4309], [1.7869, -0.1185, 0.4836], [3.1623, -0.0972, 0.5466], [3.8735, 0.0387, -0.6397], [3.1862, 0.1509, -1.8407], [1.8033, 0.1252, -1.8356], [1.1347, -0.0100, -0.6865], [3.6396, -0.1845, 1.5135], [4.9550, 0.0599, -0.6273], [3.7094, 0.2615, -2.7797], [1.2189, 0.2180, -2.7415], [-4.3466, -2.8009, -0.5051], [-3.0676, -2.3049, 0.0227], [-3.0633, -1.0303, 0.6706], [-1.8819, -2.8657, -0.3215], [-0.8272, -2.0684, -0.5172], [-1.8004, -4.1794, -0.5322], [-2.6568, -5.1440, 0.1683], [-0.6623, -4.7526, -1.2453], [-4.1660, -3.5085, -1.3085], [-4.9053, -1.9593, -0.9132], [-4.9451, -3.2762, 0.2702], [-4.0819, -0.7002, 0.8617], [-2.6833, -0.1364, 0.0500], [-2.4984, -1.0347, 1.5978], [0.0578, -2.5550, -0.5612], [-3.2048, -4.6560, 0.9678], [-2.0168, -5.9045, 0.6134], [-3.3509, -5.6280, -0.5176], [0.1803, -4.9429, -0.5753], [-0.3543, -4.0987, -2.0591], [-0.9743, -5.7009, -1.6760], [0.0663, 3.2599, -0.1621], [-1.0042, 1.9897, -0.8707], [-2.1306, 2.5853, -1.2741], [-3.2398, 1.9587, -1.9019], [-4.2998, 2.7314, -2.2602], [-4.3305, 4.1459, -2.0358], [-3.2873, 4.7857, -1.4592], [-2.1523, 4.0137, -1.0610], [-1.0792, 4.5277, -0.4870], [-3.2258, 0.8986, -2.1288], [-5.1489, 2.2726, -2.7498], [-5.2030, 4.7013, -2.3499], [-3.2764, 5.8535, -1.2918]]
}